12
Properties=species:S:1:pos:R:3:forces:R:3 method="wB97M-V/def2-TZVPD" de_lowest_kcal_mol=17.42 s_squared=2.01 lumo_energy_ev="0.90 / -2.22" multiplicity=3
C 2.1660 -0.2133 -0.3567 0.91 2.47 0.69
C -1.5483 -0.3503 -0.2844 -2.10 0.99 4.59
C -0.9773 0.2367 0.9811 -0.01 -1.22 -0.29
N 2.1872 0.9023 0.0586 -3.33 -1.26 -2.09
N -0.6739 -0.4538 -1.2007 0.44 -2.22 -4.82
O 2.1240 -1.2034 -0.8986 -0.33 -3.63 -1.46
H -2.5897 -0.6313 -0.3963 0.18 -0.49 -0.15
H -0.0360 -0.3746 1.1784 -1.02 1.02 0.22
H -1.6881 0.1294 1.8120 0.38 0.40 -0.25
H -0.7360 1.2453 0.6730 0.44 0.61 0.96
H 2.7681 1.3909 0.5823 3.03 2.40 2.81
H -0.9960 -0.6779 -2.1489 1.40 0.92 -0.20


19
Properties=species:S:1:pos:R:3:forces:R:3 method="wB97M-V/def2-TZVPD" de_lowest_kcal_mol=103.74 lumo_energy_ev="1.07 / 0.48"
C -0.6974 -1.8275 -0.2469 -0.41 -0.02 -0.06
C -0.7205 -0.2920 -0.5273 1.58 -0.89 0.01
C -1.7132 0.2931 0.3633 -1.07 0.18 -0.02
C 0.1759 2.2739 0.6918 0.04 -0.33 0.00
O 1.0564 1.1759 0.5406 0.31 1.56 1.23
C 0.7200 0.1581 -0.2197 -0.12 -1.28 -1.34
C 1.9143 -0.7179 -0.4577 -0.17 0.00 -0.24
H -1.6572 -2.2489 -0.5442 0.00 -0.13 0.01
H 0.0988 -2.3728 -0.7622 -0.19 0.23 0.00
H -0.5744 -1.9835 0.8315 0.02 -0.02 -0.18
H -0.9216 -0.1463 -1.6033 -0.15 0.11 0.31
H -1.8285 -0.0938 1.3677 0.07 0.06 -0.02
H -2.4643 0.9844 -0.0076 0.11 -0.09 0.16
H -0.6656 1.9642 1.3338 0.30 0.45 0.00
H 0.7950 3.0655 1.1113 -0.30 0.05 0.08
H -0.2323 2.5674 -0.2756 0.02 0.17 -0.05
H 2.0399 -1.5300 0.2693 -0.03 0.01 0.04
H 1.8658 -1.1767 -1.4507 0.06 -0.01 0.09
H 2.8089 -0.0930 -0.4142 -0.08 -0.07 -0.01


6
Properties=species:S:1:pos:R:3:forces:R:3 method="wB97M-V/def2-TZVPD" de_lowest_kcal_mol=20.36 smiles=NP(F)Cl lumo_energy_ev=0.90
N 0.2998 -0.2674 -0.0295 3.62 1.10 1.49
P 1.9842 0.6391 0.5212 -3.06 -1.77 0.27
F 2.2333 1.4225 -0.7754 0.16 1.17 -1.53
Cl 3.2471 -0.8544 0.1725 0.81 -1.03 -0.01
H 0.4321 -1.2541 0.3260 -0.49 1.49 -0.17
H -0.1618 0.3215 0.6700 -1.04 -0.96 -0.05


9
Properties=species:S:1:pos:R:3:forces:R:3 method="wB97M-V/def2-TZVPD" de_lowest_kcal_mol=54.85 smiles=Oc1cn[nH]n1 lumo_energy_ev=0.85
O 2.0510 0.1185 -0.0981 -0.08 -0.61 0.55
C 0.6601 0.1187 -0.0997 1.83 -1.60 1.44
C -0.3003 1.1281 -0.0400 -1.94 2.48 0.78
N -1.5912 0.6495 -0.0859 4.06 -3.53 0.45
N -1.2551 -0.7487 -0.0171 -1.55 -0.86 -0.53
N 0.0738 -1.0387 0.0394 -2.44 -0.01 -1.32
H 2.4571 -0.7837 0.1794 -1.72 2.14 -0.72
H -0.1767 2.1823 0.3549 0.04 -1.29 -1.36
H -1.9187 -1.6260 -0.2329 1.80 3.28 0.72


18
Properties=species:S:1:pos:R:3:forces:R:3 method="wB97M-V/def2-TZVPD" de_lowest_kcal_mol=21.38 lumo_energy_ev=-3.20 total_charge=+1
C 0.6180 -1.7258 -0.9011 1.61 1.55 1.05
O 1.5356 -1.1276 -1.8124 0.07 0.01 -0.25
C 0.2322 -0.6006 0.1124 -1.74 -2.21 0.02
N -0.5757 0.4122 -0.7002 0.42 0.62 1.26
H 1.2382 -2.4129 -0.3097 -0.51 -0.29 -0.36
H -0.2237 -2.2105 -1.3863 -0.18 -0.10 0.12
H 1.1776 -0.8286 -2.6566 -0.17 -0.40 0.13
H -0.3775 -1.0603 0.9373 0.14 0.75 -1.00
H 1.0924 -0.1650 0.6036 0.14 0.43 -0.56
H -0.0337 1.2874 -0.6971 0.49 0.05 -0.59
H -1.4709 0.7275 -0.3155 -0.09 -0.73 0.34
H -0.7166 0.0452 -1.6358 -0.03 0.29 -0.13
H 2.0940 2.9662 -0.0208 0.01 -0.22 -0.74
H 1.0946 2.5453 0.9531 -0.35 -0.25 -0.14
O 1.3197 2.3851 0.0221 0.18 0.48 0.98
H -3.0298 0.3139 2.6657 0.01 -0.18 0.18
H -1.8446 -0.6901 2.7648 -0.28 -0.09 0.32
O -2.1297 0.1387 2.3766 0.28 0.31 -0.61


8
Properties=species:S:1:pos:R:3:forces:R:3 method="wB97M-V/def2-TZVPD" de_lowest_kcal_mol=25.46 lumo_energy_ev=0.94
C -2.3399 0.6613 0.8021 -0.66 0.09 -0.57
C 0.8011 1.1758 -0.5800 0.01 0.67 2.23
C 0.2652 0.2191 0.1696 0.02 -0.32 0.02
O -2.6319 0.6935 -0.2877 -0.02 0.00 0.58
F 1.1354 2.3509 0.0495 -0.36 -0.55 -0.20
F -0.0455 -0.9892 -0.3207 0.08 -0.29 -0.90
H 1.0609 1.2428 -1.5980 0.08 -0.57 -1.01
H -0.0951 0.1957 1.1986 0.86 0.98 -0.15